No. 1
72
Properties=species:S:1:pos:R:3:forces:R:3:lowdin_charge:R:1 method="wB97M-V/def2-TZVPD" e_above_lowest_kj_mol=122.2 homo_energy_ev="-17.30 / -17.30" lumo_energy_ev="-8.8098 / -13.4992" charge=+3 s2=0.76 multiplicity=2
Y 0.1090 -0.3482 0.0337 1.0 -0.3 -0.6 1.67
C -0.1998 -0.0617 4.2777 -0.2 0.0 -0.5 0.00
C -1.1719 -0.4421 3.1497 -0.1 -0.5 1.4 -0.66
C -2.6076 -0.1177 3.5734 0.4 0.0 -0.6 -0.03
C -1.0528 -1.9219 2.7646 0.0 0.5 -0.3 -0.01
O -0.8117 0.3239 1.9904 -1.1 1.6 -1.3 -0.44
Ge -2.0269 1.6125 1.0412 2.7 -2.2 -1.5 1.39
O -2.1815 0.0903 -0.2993 0.6 1.5 2.1 -0.40
C -3.0231 0.1684 -1.4546 -1.3 -0.1 -0.8 -0.65
C -2.1046 0.1217 -2.6851 0.2 0.1 0.4 0.00
C -3.8244 1.4814 -1.4494 0.7 -0.2 0.3 -0.04
C -4.0481 -0.9852 -1.3929 0.5 0.1 0.2 0.00
O -0.3235 2.0528 -0.0170 -2.2 -1.0 1.0 -0.35
C 0.3674 3.2789 0.1749 1.0 1.3 -0.6 -0.67
C 0.6436 3.9117 -1.2100 -0.2 -0.5 0.3 0.01
C -0.4862 4.2790 0.9665 -0.1 -0.5 0.1 -0.03
C 1.6804 2.9909 0.9033 -0.4 -0.2 0.1 0.00
H -0.2390 -0.7868 5.0856 0.0 -0.1 0.1 0.11
H -0.4495 0.9157 4.6848 0.0 0.1 0.0 0.10
H 0.8155 -0.0070 3.8860 0.0 0.0 0.1 0.06
H -2.8953 -0.7049 4.4412 -0.1 0.0 0.0 0.12
H -3.2896 -0.3478 2.7511 -0.2 -0.1 0.0 0.09
H -2.6950 0.9401 3.8285 0.0 0.1 0.1 0.09
H -1.2718 -2.5622 3.6158 0.1 -0.1 0.0 0.12
H -0.0356 -2.1496 2.4133 -0.1 -0.1 0.1 0.07
H -1.7770 -2.1495 1.9759 0.0 -0.1 0.0 0.09
H -1.6743 1.1096 -2.8582 0.1 0.0 0.0 0.09
H -2.6450 -0.1709 -3.5817 0.0 -0.1 0.0 0.11
H -1.2873 -0.6008 -2.5231 -0.1 0.0 -0.2 0.06
H -3.1348 2.3314 -1.4248 0.0 0.2 -0.2 0.08
H -4.4653 1.5135 -0.5657 -0.2 0.0 0.0 0.09
H -4.4485 1.5567 -2.3365 0.0 0.1 0.0 0.12
H -3.6276 -1.8566 -0.8929 0.0 0.0 -0.1 0.07
H -4.3707 -1.2667 -2.3896 -0.1 0.0 -0.1 0.11
H -4.9226 -0.6912 -0.8194 -0.1 0.0 0.0 0.10
H -0.2923 4.1405 -1.7142 -0.1 0.0 -0.1 0.10
H 1.2226 3.2251 -1.8256 0.0 0.0 0.0 0.06
H 1.2059 4.8328 -1.0875 0.1 0.1 0.0 0.11
H -1.4440 4.4431 0.4690 0.0 0.0 -0.2 0.09
H 0.0188 5.2373 1.0611 0.0 0.0 0.1 0.12
H -0.6620 3.8810 1.9709 0.0 0.0 0.2 0.09
H 2.3620 2.4329 0.2606 0.0 0.0 0.0 0.07
H 1.4678 2.4064 1.8003 0.1 0.0 0.1 0.09
H 2.1729 3.9124 1.1968 0.0 0.1 0.0 0.11
N 4.1086 -1.2580 2.2668 -0.9 -0.1 0.4 0.10
C 2.7765 -1.2283 2.3697 0.2 -0.1 0.2 -0.10
N 2.2577 -0.7063 1.2634 -0.2 0.1 -0.2 0.03
C 3.3701 -0.4324 0.4971 0.1 -0.4 0.8 -0.33
N 4.4861 -0.7651 1.1046 0.5 0.5 -1.1 0.17
C 3.3239 0.1002 -0.8528 0.6 0.2 -0.8 -0.21
C 4.5188 0.3580 -1.5496 -0.8 -0.3 0.8 -0.01
N 4.4760 0.8623 -2.7535 1.0 0.3 -0.8 0.14
C 3.3253 1.1162 -3.3334 -0.8 -0.2 0.3 -0.05
C 2.1298 0.8232 -2.6699 0.1 0.1 -0.4 -0.08
N 2.1288 0.3208 -1.4328 -0.2 -0.2 0.7 0.03
H 4.8036 -1.5925 2.9278 -0.1 0.0 0.0 0.20
H 2.2379 -1.5924 3.2227 -0.1 -0.1 0.2 0.14
H 5.4845 0.1452 -1.1079 0.0 0.0 0.0 0.14
H 3.3505 1.5473 -4.3265 -0.1 0.0 0.0 0.14
H 1.1716 0.9966 -3.1477 0.0 0.0 0.1 0.12
C -1.5051 -3.4458 -2.1848 -0.2 0.0 -0.1 0.02
C -0.1124 -3.4922 -1.7037 -0.1 0.1 0.0 -0.36
N 0.5336 -2.5790 -0.9631 -0.4 0.0 0.0 -0.02
C 1.8074 -3.1035 -0.7934 0.4 -0.5 -0.2 -0.14
C 1.9098 -4.3011 -1.4282 0.5 0.5 0.5 -0.03
N 0.6935 -4.5258 -1.9897 -0.3 0.2 0.0 0.15
H -2.0773 -2.7103 -1.6306 0.0 -0.1 0.0 0.04
H -1.9677 -4.4235 -2.0592 -0.1 0.0 0.0 0.11
H -1.5498 -3.1970 -3.2456 0.0 0.0 0.0 0.11
H 2.5715 -2.6131 -0.2283 0.1 0.0 0.0 0.08
H 2.7341 -4.9796 -1.5106 0.1 -0.2 0.0 0.14
H 0.4358 -5.3434 -2.5295 0.0 0.1 0.1 0.19


No. 2
113
Properties=species:S:1:pos:R:3:forces:R:3:lowdin_charge:R:1 method="wB97M-V/def2-TZVPD" e_above_lowest_kj_mol=0.0 homo_energy_ev=-12.41 lumo_energy_ev=-8.2623 charge=+2 multiplicity=1
Pb 0.0458 0.5569 0.2221 -0.2 0.2 0.7 1.38
O 0.0875 -4.9741 1.6155 -0.1 0.1 0.0 0.06
C -0.8889 -4.9064 0.7035 0.0 0.0 0.0 -0.27
C -1.3245 -6.1087 0.1360 0.0 -0.1 0.0 0.00
C -2.3314 -6.1154 -0.8036 0.0 0.0 0.0 -0.06
C -2.9364 -4.9225 -1.2135 0.0 -0.1 -0.1 -0.09
C -2.5049 -3.7369 -0.6696 0.1 0.0 0.0 -0.04
C -1.4780 -3.6981 0.2885 -0.1 0.1 -0.1 -0.08
C -1.0442 -2.3785 0.7746 0.2 0.0 0.1 -0.44
O -1.5297 -1.3295 0.2256 0.2 -0.2 0.2 -0.28
N -0.1220 -2.3732 1.7520 -0.3 -0.1 -0.3 0.05
N 0.3204 -1.1259 2.0056 0.1 0.5 -0.1 -0.11
C 0.9838 -0.8536 3.0570 0.1 -0.1 0.1 -0.05
C 1.3788 0.5403 3.3245 0.0 0.0 0.0 -0.27
C 2.0408 0.8765 4.4949 0.1 -0.1 0.1 0.01
C 2.3095 2.2105 4.7553 0.0 0.1 0.0 -0.02
C 1.9177 3.1748 3.8381 0.1 0.0 0.1 -0.03
C 1.2838 2.7568 2.6828 0.0 -0.1 -0.1 -0.16
N 1.0216 1.4737 2.4305 0.1 0.1 0.0 -0.03
H 0.2288 -4.0567 1.9533 0.1 -0.1 0.0 0.07
H -0.8534 -7.0246 0.4724 -0.1 0.0 0.0 0.13
H -2.6658 -7.0598 -1.2154 0.0 0.0 0.0 0.11
H -3.7444 -4.9395 -1.9363 0.1 -0.1 0.1 0.09
H -2.9604 -2.7968 -0.9554 0.0 0.0 0.1 0.09
H 1.2104 -1.6179 3.7992 0.0 0.0 0.0 0.14
H 2.3315 0.0996 5.1920 0.0 0.1 0.0 0.13
H 2.8135 2.4967 5.6701 0.0 0.0 0.0 0.13
H 2.0988 4.2278 4.0113 0.0 -0.1 0.0 0.12
H 0.9772 3.4732 1.9261 0.0 -0.1 0.0 0.12
C 1.6436 -4.6284 -6.1153 0.0 0.0 0.0 -0.05
C 0.5969 -3.5639 -5.7697 0.1 -0.1 -0.1 -0.54
C -0.7909 -4.2383 -5.7013 0.0 0.0 0.0 -0.01
C 0.5955 -2.4935 -6.8777 0.0 0.0 0.1 -0.03
C 0.8402 -2.9054 -4.4246 0.2 -0.1 0.2 -0.06
C 0.0531 -1.8611 -4.0439 0.0 0.1 0.0 0.04
C 0.1703 -1.3328 -2.7435 0.1 -0.3 -0.1 -0.10
N -0.5642 -0.3946 -2.2401 -0.1 0.4 -0.1 0.13
C -1.7964 -0.0010 -2.5359 0.1 -0.1 0.0 -0.13
C -2.8007 -0.8349 -2.9932 0.0 -0.2 0.0 0.04
C -4.0722 -0.3301 -3.1830 0.1 0.0 0.0 -0.05
C -4.3874 1.0299 -2.7906 0.0 -0.1 0.0 0.07
C -3.5241 1.8927 -2.2135 -0.2 0.0 -0.1 -0.04
C -2.1275 1.4194 -2.0946 0.2 0.2 0.4 -0.23
O -1.2257 2.0605 -1.5816 -0.3 0.0 -0.6 -0.02
C -4.0266 3.2687 -1.7675 0.1 0.1 0.0 -0.52
C -5.2313 3.0556 -0.8253 0.0 0.0 -0.1 -0.03
C -3.0001 4.1278 -1.0162 0.1 -0.1 0.0 -0.05
C -4.4736 4.0443 -3.0241 0.0 0.0 0.0 -0.02
C -5.1263 -1.2333 -3.7855 -0.1 0.1 0.0 -0.53
C -5.3486 -2.4095 -2.8112 0.0 0.0 0.0 -0.01
C -6.4620 -0.5212 -4.0233 0.0 0.0 0.0 -0.04
C -4.6039 -1.7682 -5.1341 0.1 0.0 0.0 -0.02
C 1.3030 -1.8371 -1.8248 0.0 -0.2 -0.2 -0.19
O 1.4664 -1.2898 -0.7590 0.0 0.1 0.3 0.00
C 2.1544 -2.9530 -2.2938 0.0 0.0 0.0 -0.05
C 1.8835 -3.4256 -3.5196 -0.2 0.0 -0.3 0.09
C 3.2766 -3.4834 -1.4117 0.0 0.1 0.2 -0.52
C 4.0105 -4.6410 -2.0908 0.0 0.0 -0.1 -0.05
C 4.2987 -2.3550 -1.1542 -0.1 0.0 -0.1 -0.02
C 2.6984 -3.9963 -0.0764 0.0 0.0 -0.1 -0.02
H 1.4194 -5.0298 -7.1032 0.0 0.0 0.0 0.10
H 1.6267 -5.4667 -5.4147 0.0 0.0 0.0 0.09
H 2.6550 -4.2141 -6.1518 -0.1 0.0 0.0 0.10
H -0.9911 -4.7368 -6.6514 0.0 0.0 0.0 0.10
H -1.5834 -3.5064 -5.5250 0.1 0.0 0.0 0.07
H -0.8303 -4.9878 -4.9071 0.0 0.0 0.0 0.10
H 0.4677 -2.9825 -7.8439 0.0 0.0 0.0 0.10
H 1.5399 -1.9442 -6.8982 0.0 0.0 0.0 0.10
H -0.2199 -1.7763 -6.7614 0.1 0.0 0.0 0.08
H -0.6896 -1.4446 -4.7118 0.0 0.0 0.0 0.13
H -2.5762 -1.8777 -3.1822 0.0 0.1 -0.1 0.12
H -5.4046 1.3571 -2.9382 0.0 0.0 0.0 0.11
H -4.9567 2.4231 0.0237 0.0 0.1 0.0 0.07
H -6.0847 2.6008 -1.3334 0.1 0.0 0.0 0.09
H -5.5572 4.0221 -0.4385 0.0 0.0 0.0 0.10
H -2.6173 3.6249 -0.1240 -0.1 0.1 -0.1 0.05
H -3.5016 5.0420 -0.6985 0.0 0.0 0.0 0.10
H -2.1533 4.4088 -1.6432 0.0 0.0 0.0 0.09
H -5.2737 3.5308 -3.5625 0.1 0.0 0.0 0.09
H -3.6352 4.1932 -3.7101 -0.1 0.0 0.0 0.10
H -4.8443 5.0268 -2.7263 0.0 0.0 0.0 0.10
H -5.6885 -2.0544 -1.8350 0.0 0.0 0.0 0.11
H -4.4415 -3.0021 -2.6674 -0.1 0.1 -0.1 0.05
H -6.1199 -3.0650 -3.2201 0.0 0.0 0.0 0.11
H -6.9155 -0.1734 -3.0911 0.0 0.0 -0.1 0.10
H -7.1591 -1.2264 -4.4763 0.0 0.0 0.0 0.10
H -6.3590 0.3252 -4.7086 0.0 -0.1 0.1 0.10
H -3.7067 -2.3802 -5.0131 -0.1 0.0 0.0 0.07
H -4.3766 -0.9489 -5.8213 0.0 -0.1 0.0 0.10
H -5.3731 -2.3909 -5.5925 0.0 0.0 0.0 0.10
H 2.4832 -4.2416 -3.8895 -0.1 0.0 -0.1 0.09
H 4.4806 -4.3373 -3.0314 0.0 0.0 0.1 0.10
H 3.3476 -5.4903 -2.2803 0.0 0.0 0.0 0.10
H 4.8037 -4.9863 -1.4276 0.0 0.0 0.0 0.10
H 4.6856 -1.9550 -2.0963 0.0 0.0 0.1 0.10
H 5.1409 -2.7647 -0.5943 0.0 0.0 0.0 0.10
H 3.8706 -1.5385 -0.5740 0.0 0.0 0.0 0.07
H 1.9794 -4.8031 -0.2411 0.1 0.1 0.0 0.09
H 2.2045 -3.2078 0.4917 0.0 -0.1 0.0 0.07
H 3.5137 -4.3932 0.5322 0.0 0.0 0.0 0.10
Br 5.7828 3.2493 0.6356 0.1 0.0 0.0 0.82
C 4.3579 2.8018 -0.4998 0.0 0.0 0.0 -0.67
C 4.3470 3.1863 -1.8283 0.0 0.0 -0.1 -0.08
C 3.2557 2.8299 -2.6066 0.0 0.0 -0.1 -0.03
C 2.2168 2.1283 -2.0253 -0.1 0.0 0.3 -0.14
N 2.2290 1.7577 -0.7374 0.5 0.0 -0.1 -0.03
C 3.2941 2.0755 0.0069 -0.2 -0.1 -0.2 -0.19
H 5.1725 3.7511 -2.2442 0.0 0.0 0.0 0.12
H 3.2126 3.0986 -3.6546 0.0 0.0 0.1 0.12
H 1.3304 1.8648 -2.5937 0.0 0.0 0.0 0.10
H 3.3096 1.7325 1.0341 -0.1 0.0 0.0 0.10
I -2.7413 0.8499 2.0961 -0.1 0.1 0.1 0.28
I -2.6876 3.2032 3.3455 0.0 -0.1 -0.1 0.16


No. 3
14
Properties=species:S:1:pos:R:3:forces:R:3:lowdin_charge:R:1 method="wB97M-V/def2-TZVPD" e_above_lowest_kj_mol=466.4 homo_energy_ev=-8.54 lumo_energy_ev=0.3004 multiplicity=1
O 2.5119 -0.3960 -0.5766 -0.4 0.3 0.4 0.06
C 1.8293 0.3005 0.1389 0.2 -0.2 -0.2 -0.23
C 0.3999 -0.0015 0.4992 0.0 0.0 0.0 -0.34
C -0.2091 -1.2252 -0.1757 0.1 0.0 -0.1 -0.05
C -1.8640 0.1903 -0.0117 0.2 0.1 -0.2 0.04
C -0.6085 1.0687 0.0428 0.1 0.1 0.1 -0.26
H 2.2322 1.2439 0.5703 0.0 -0.1 -0.1 0.13
H 0.3364 -0.1078 1.5910 0.0 0.0 -0.1 0.15
H -0.0437 -1.2535 -1.2530 0.0 0.0 0.2 0.11
H 0.0072 -2.1977 0.2761 0.0 0.1 -0.1 0.11
H -2.2106 0.1143 -1.0588 0.1 0.0 0.2 0.03
H -1.3606 -1.1157 0.1250 -0.1 -0.1 0.0 0.04
H -0.2855 1.4880 -0.9228 -0.1 -0.1 0.1 0.11
H -0.7348 1.8917 0.7553 0.0 -0.1 -0.1 0.10


No. 4
98
Properties=species:S:1:pos:R:3:forces:R:3:lowdin_charge:R:1 method="wB97M-V/def2-TZVPD" homo_energy_ev=-4.37 lumo_energy_ev=1.9914 charge=-1 multiplicity=1
C 3.5139 0.9772 -2.3182 0.3 -0.6 0.5 -0.10
C 2.9233 1.1988 -0.9425 -0.6 0.6 -0.1 -0.23
C 2.5528 2.6627 -0.5877 1.0 -0.7 0.0 -0.19
C 2.8265 3.6853 -1.6664 -1.1 0.7 0.3 -0.21
C 1.7133 3.7683 -2.7104 1.1 0.1 -0.3 -0.22
C 0.6965 4.8604 -2.4817 -0.4 -0.8 1.0 -0.19
C 0.0207 4.7625 -1.1153 0.4 0.1 -0.2 -0.22
C -1.2211 5.6220 -1.0554 -0.4 -0.6 -0.4 -0.20
C -2.4145 4.9507 -1.7429 0.1 0.2 0.2 -0.21
C -3.2977 4.1873 -0.7615 1.5 0.3 0.3 -0.19
C -2.4520 3.1254 -0.0490 -1.0 -0.5 -1.3 -0.24
C -3.2218 1.9820 0.5743 1.1 0.1 1.1 -0.28
C -2.2044 0.9077 1.0491 -0.8 -0.1 -0.5 -0.25
Ga -1.9435 -0.6454 -0.2329 -0.2 0.5 0.1 0.20
S -1.1287 -2.4649 1.0298 0.2 -0.3 -0.1 0.30
C -0.5487 -0.3201 -1.6941 -0.2 -0.2 0.9 -0.25
O -0.3311 1.0676 -2.0416 -0.1 -0.2 -0.1 -0.27
C -0.4936 1.3534 -3.3938 -0.2 0.3 -0.3 -0.15
C -3.7557 -1.2681 -0.9885 1.1 0.4 0.0 -0.57
S -3.6793 -1.8580 -2.7056 -0.4 -0.5 -0.1 0.75
C -3.6619 -0.3791 -3.7803 -0.3 -0.3 0.7 -0.53
C -4.0904 0.8858 -3.0794 0.3 0.2 -0.6 -0.17
H 4.4223 1.5320 -2.4771 0.3 0.4 -0.2 0.06
H 2.8077 1.1639 -3.1088 -0.3 0.3 -0.3 0.06
H 3.7940 -0.0635 -2.3997 0.1 -0.4 -0.1 0.07
H 3.5531 0.8011 -0.1657 0.5 -0.1 0.0 0.06
H 2.0180 0.6122 -0.8962 -0.3 -0.2 0.0 0.07
H 3.1300 2.9607 0.2778 0.3 0.0 0.4 0.10
H 1.5292 2.6678 -0.2631 -0.6 0.3 0.0 0.09
H 3.7915 3.5773 -2.1309 0.4 -0.3 -0.1 0.09
H 2.8438 4.6546 -1.1824 0.2 0.5 0.2 0.10
H 2.1826 3.9664 -3.6666 0.1 -0.1 -0.5 0.11
H 1.2526 2.7953 -2.7899 0.0 0.2 0.3 0.05
H -0.0960 4.7083 -3.1995 -0.2 0.3 -0.6 0.10
H 1.1243 5.8483 -2.5720 0.2 0.4 -0.4 0.11
H 0.6993 5.0574 -0.3289 0.4 0.2 0.3 0.11
H -0.1867 3.7177 -0.9455 -0.3 -0.2 0.1 0.08
H -1.5068 5.8223 -0.0345 0.0 0.4 0.5 0.10
H -1.0002 6.5475 -1.5661 0.1 0.6 0.0 0.10
H -2.9958 5.6969 -2.2646 -0.3 0.3 -0.3 0.10
H -2.0136 4.2728 -2.4850 -0.1 -0.3 -0.4 0.09
H -3.5907 4.9174 -0.0138 -0.8 0.1 0.1 0.11
H -4.1280 3.7582 -1.2974 -0.5 -0.2 0.1 0.10
H -1.8074 2.6821 -0.8022 0.2 -0.3 -0.2 0.08
H -1.7792 3.5728 0.6608 0.2 0.2 0.5 0.11
H -3.7026 2.3627 1.4708 -0.6 0.2 0.1 0.10
H -3.9802 1.5855 -0.0841 -0.3 -0.1 -0.3 0.07
H -2.5954 0.5004 1.9736 0.1 -0.3 0.4 0.03
H -1.2877 1.4321 1.2953 0.4 0.0 0.1 0.04
H -1.5081 -2.1738 2.2830 -0.1 0.2 -0.1 -0.27
H 0.3976 -0.6970 -1.3167 0.3 -0.2 0.1 0.03
H -0.7922 -0.9414 -2.5512 -0.1 0.1 -0.4 0.03
H -1.4550 1.8250 -3.5944 -0.4 0.0 -0.1 0.08
H 0.2593 2.0622 -3.7151 0.0 0.0 -0.3 0.05
H -0.3972 0.4835 -4.0349 0.0 -0.4 -0.1 0.09
H -4.0611 -2.1201 -0.3976 -0.1 -0.4 0.0 -0.02
H -4.5113 -0.5094 -0.8669 -0.5 0.2 -0.1 -0.02
H -2.6850 -0.2970 -4.2279 0.4 0.2 -0.1 0.04
H -4.3826 -0.5723 -4.5608 -0.1 -0.3 -0.4 0.05
H -4.2118 1.6540 -3.8359 0.0 0.4 -0.2 0.07
H -3.3459 1.2380 -2.3882 0.3 0.1 0.5 0.04
H -5.0387 0.7716 -2.5846 -0.4 -0.1 0.3 0.07
C 3.4852 -2.7810 3.9051 0.1 0.0 0.1 -0.11
C 2.6095 -1.5876 3.5425 0.1 -0.1 0.1 -0.25
C 2.2350 -1.5522 2.0570 0.3 0.1 0.3 -0.20
C 3.4438 -1.4535 1.2363 -1.1 -0.2 0.6 -0.24
N 4.3981 -1.3771 0.6186 1.1 0.0 -0.6 0.15
H 4.4401 -2.7494 3.3764 0.0 0.0 -0.1 0.07
H 3.7008 -2.7831 4.9745 -0.1 0.0 0.0 0.04
H 2.9877 -3.7208 3.6578 0.0 0.0 0.0 0.08
H 3.1306 -0.6658 3.8120 -0.1 0.0 0.0 0.11
H 1.6935 -1.6216 4.1337 -0.1 0.0 -0.1 0.11
H 1.5969 -0.6963 1.8466 -0.1 0.0 -0.1 0.11
H 1.6838 -2.4494 1.7789 -0.1 0.1 -0.1 0.07
C -4.8357 -5.4319 -3.8027 0.0 0.0 -0.1 -0.12
C -4.6406 -5.9457 -2.3829 0.0 0.2 -0.2 -0.26
C -4.9906 -7.4303 -2.2256 0.0 0.3 0.0 -0.19
C -6.3941 -7.6835 -2.5603 1.4 0.1 0.3 -0.25
N -7.4836 -7.8801 -2.8209 -1.4 -0.2 -0.3 0.14
H -5.8794 -5.4994 -4.1156 0.0 -0.1 0.0 0.07
H -4.5426 -4.3850 -3.8615 0.0 0.0 0.0 0.02
H -4.2281 -5.9970 -4.5143 0.0 0.0 0.0 0.07
H -5.2506 -5.3516 -1.7010 0.0 0.0 0.1 0.11
H -3.6005 -5.7994 -2.0887 0.0 0.0 0.1 0.11
H -4.8202 -7.7526 -1.1985 0.0 -0.1 0.0 0.11
H -4.3654 -8.0404 -2.8785 0.0 0.0 0.0 0.12
C 6.8713 -1.4902 6.5138 0.0 0.0 0.0 -0.11
C 6.9025 -2.0011 7.9505 0.1 0.1 -0.2 -0.26
C 5.8901 -3.1229 8.2039 0.1 0.2 0.0 -0.19
C 4.5266 -2.6551 7.9548 1.2 -0.6 0.3 -0.25
N 3.4725 -2.2761 7.7614 -1.3 0.5 -0.2 0.16
H 5.9031 -1.0539 6.2661 0.0 -0.1 0.0 0.07
H 7.6245 -0.7162 6.3680 0.0 0.0 0.0 0.07
H 7.0735 -2.2954 5.8055 0.0 0.0 0.0 0.08
H 6.7062 -1.1716 8.6323 0.0 -0.1 0.1 0.11
H 7.9028 -2.3736 8.1794 0.0 -0.1 0.1 0.10
H 5.9535 -3.4693 9.2351 0.0 -0.1 0.0 0.11
H 6.0907 -3.9725 7.5503 0.0 0.0 0.0 0.12


no.,E (Ha)
1,-3584.60456
2,-5721.77904
3,-270.38027
4,-4140.34597